The following is a quantum chemistry calculation of C39H83ClO28SSi2 as an isolated structure, from the OMol25 dataset.

Properties
Calculated total energy in eV: -138234.5963
Largest force on an atom in eV/A: 0.9
Frontier orbital gap in Eh: 0.365

Each line ends with the Löwdin charge.
Geometry (Å):
1 C 4.64 -7.05 -0.15  -0.12
2 C 4.00 -5.83 0.52  -0.26
3 C 3.80 -4.63 -0.43  -0.21
4 C 2.39 -4.08 -0.36  -0.22
5 C 2.18 -2.83 -1.20  -0.23
6 C 0.76 -2.28 -1.11  -0.27
7 C 0.55 -1.01 -1.95  -0.25
8 Si -0.60 0.24 -1.19  0.50
9 C 0.28 1.41 -0.03  -0.23
10 C 1.70 0.97 0.34  -0.25
11 C 2.22 1.63 1.64  -0.20
12 C 2.96 0.61 2.52  -0.27
13 S 3.97 1.41 3.74  0.34
14 O 4.28 2.74 3.32  -0.33
15 O 3.45 1.21 5.06  -0.33
16 Cl 5.70 0.31 3.60  0.42
17 O -1.83 -0.53 -0.37  -0.37
18 Si -3.42 -0.22 -0.64  0.52
19 C -4.42 -1.59 0.14  -0.26
20 C -5.81 -1.13 0.59  -0.30
21 O -6.72 -2.22 0.58  -0.16
22 C -7.41 -2.47 1.79  -0.29
23 C -7.70 -3.96 1.89  -0.07
24 H 4.08 -7.34 -1.05  0.07
25 H 4.62 -7.91 0.52  0.07
26 H 5.69 -6.88 -0.40  0.07
27 H 4.58 -5.54 1.40  0.10
28 H 3.02 -6.14 0.89  0.10
29 H 4.54 -3.87 -0.15  0.11
30 H 4.02 -4.96 -1.45  0.08
31 H 2.16 -3.85 0.69  0.12
32 H 1.70 -4.86 -0.71  0.12
33 H 2.39 -3.06 -2.25  0.12
34 H 2.89 -2.05 -0.89  0.11
35 H 0.08 -3.06 -1.45  0.12
36 H 0.51 -2.12 -0.05  0.10
37 H 0.16 -1.26 -2.94  0.08
38 H 1.52 -0.52 -2.13  0.07
39 H -1.24 1.03 -2.28  0.01
40 H 0.28 2.41 -0.47  0.07
41 H -0.34 1.47 0.88  0.07
42 H 2.37 1.22 -0.48  0.05
43 H 1.70 -0.12 0.48  0.09
44 H 2.90 2.44 1.39  0.10
45 H 1.38 2.07 2.19  0.10
46 H 2.29 -0.08 3.04  0.12
47 H 3.62 0.00 1.89  0.08
48 H -3.72 -0.19 -2.09  -0.01
49 H -3.80 1.11 -0.10  -0.02
50 H -3.89 -2.01 0.99  0.08
51 H -4.56 -2.38 -0.61  0.08
52 H -5.75 -0.70 1.59  0.12
53 H -6.21 -0.36 -0.09  0.09
54 H -6.81 -2.17 2.66  0.12
55 H -8.36 -1.93 1.80  0.11
56 H -6.77 -4.53 1.98  0.08
57 H -8.31 -4.15 2.78  0.08
58 H -8.26 -4.31 1.03  0.07
59 C -0.08 4.44 4.02  -0.02
60 O -1.51 4.38 3.97  0.02
61 C -1.99 4.13 2.76  -0.61
62 O -1.32 3.90 1.78  0.10
63 O -3.32 4.18 2.80  0.01
64 C -3.96 3.91 1.55  -0.03
65 H 0.18 4.61 5.06  0.10
66 H 0.35 3.50 3.68  0.08
67 H 0.30 5.26 3.41  0.10
68 H -3.71 2.92 1.19  0.06
69 H -3.67 4.65 0.81  0.09
70 H -5.03 3.98 1.75  0.10
71 C 8.69 -2.51 -3.42  -0.04
72 O 7.67 -2.05 -2.53  0.00
73 C 8.05 -1.97 -1.26  -0.62
74 O 9.14 -2.25 -0.82  0.13
75 O 7.02 -1.52 -0.54  -0.01
76 C 7.26 -1.34 0.85  -0.05
77 H 8.23 -2.53 -4.41  0.09
78 H 9.54 -1.84 -3.41  0.10
79 H 9.01 -3.51 -3.14  0.10
80 H 8.05 -0.61 1.03  0.10
81 H 7.51 -2.28 1.34  0.10
82 H 6.32 -0.95 1.24  0.03
83 C -6.74 3.96 -5.02  -0.04
84 O -7.62 3.04 -4.36  0.00
85 C -7.05 1.90 -3.98  -0.62
86 O -5.89 1.61 -4.14  0.12
87 O -7.97 1.15 -3.39  0.01
88 C -7.49 -0.12 -2.93  -0.03
89 H -7.34 4.83 -5.26  0.09
90 H -5.92 4.24 -4.35  0.10
91 H -6.33 3.51 -5.92  0.10
92 H -6.70 0.02 -2.19  0.07
93 H -7.11 -0.71 -3.76  0.10
94 H -8.33 -0.62 -2.47  0.08
95 C 5.11 1.64 -0.98  -0.02
96 O 4.84 2.94 -1.50  0.03
97 C 3.59 3.08 -1.96  -0.59
98 O 2.74 2.24 -1.93  0.09
99 O 3.46 4.32 -2.44  0.02
100 C 2.15 4.61 -2.95  -0.02
101 H 6.13 1.67 -0.61  0.10
102 H 4.43 1.42 -0.15  0.08
103 H 5.01 0.88 -1.75  0.11
104 H 1.40 4.51 -2.17  0.09
105 H 1.91 3.94 -3.78  0.10
106 H 2.20 5.64 -3.30  0.10
107 C -10.50 -2.97 -0.83  -0.03
108 O -11.92 -2.96 -0.71  0.01
109 C -12.40 -3.89 0.12  -0.62
110 O -11.74 -4.68 0.75  0.12
111 O -13.72 -3.79 0.15  0.00
112 C -14.37 -4.73 1.01  -0.04
113 H -10.25 -2.17 -1.53  0.09
114 H -10.03 -2.77 0.13  0.08
115 H -10.14 -3.92 -1.22  0.10
116 H -14.05 -4.59 2.04  0.10
117 H -14.16 -5.75 0.69  0.10
118 H -15.43 -4.52 0.92  0.09
119 C 3.04 8.02 -0.45  -0.03
120 O 1.76 7.86 -1.06  0.00
121 C 0.94 7.04 -0.40  -0.63
122 O 1.20 6.46 0.62  0.12
123 O -0.21 6.97 -1.07  0.00
124 C -1.17 6.09 -0.47  -0.04
125 H 3.59 8.71 -1.09  0.09
126 H 2.94 8.45 0.54  0.10
127 H 3.57 7.07 -0.39  0.10
128 H -1.42 6.43 0.53  0.09
129 H -0.80 5.07 -0.42  0.08
130 H -2.05 6.14 -1.11  0.10
131 C 5.79 3.10 6.24  -0.05
132 O 6.58 4.10 6.90  0.01
133 C 6.40 4.17 8.21  -0.62
134 O 5.65 3.49 8.87  0.12
135 O 7.19 5.13 8.70  0.00
136 C 7.09 5.31 10.11  -0.04
137 H 6.05 3.17 5.19  0.07
138 H 6.03 2.11 6.63  0.10
139 H 4.73 3.30 6.38  0.09
140 H 7.38 4.40 10.64  0.10
141 H 6.08 5.60 10.39  0.10
142 H 7.78 6.12 10.35  0.09
143 C 4.77 -5.09 -4.27  -0.03
144 O 4.32 -5.82 -5.42  0.01
145 C 3.00 -5.83 -5.56  -0.62
146 O 2.20 -5.31 -4.83  0.12
147 O 2.70 -6.53 -6.66  0.01
148 C 1.30 -6.63 -6.94  -0.04
149 H 5.85 -5.16 -4.27  0.09
150 H 4.47 -4.05 -4.34  0.10
151 H 4.37 -5.54 -3.36  0.07
152 H 0.87 -5.64 -7.09  0.10
153 H 0.79 -7.13 -6.12  0.10
154 H 1.23 -7.21 -7.85  0.09



The following is a quantum chemistry calculation of a 6-piece molecular cluster, C39H85IN8O9P3 overall, from the OMol25 dataset.

Properties
Calculated total energy in eV: -108130.7773
Largest force on an atom in eV/A: 3.1
Total charge: +1
Frontier orbital gap in Eh: 0.253

Each line ends with the Löwdin charge.
Geometry (Å):
1 C -3.03 2.81 -0.64  0.10
2 C -2.53 1.76 -1.34  -0.18
3 N -3.10 0.42 -1.31  0.00
4 C -2.74 -0.54 -0.53  -0.14
5 C -1.61 -0.39 0.46  -0.10
6 C -2.07 0.19 1.84  -0.16
7 C -0.91 0.90 2.62  -0.17
8 C 0.51 0.36 2.26  -0.19
9 C 1.31 1.23 1.20  -0.18
10 C 2.21 0.36 0.26  -0.20
11 C 1.69 0.17 -1.19  -0.22
12 C 1.69 1.46 -2.06  -0.19
13 C 1.76 1.04 -3.57  -0.21
14 C 1.97 2.21 -4.58  -0.21
15 C 0.80 3.26 -4.64  -0.20
16 C 1.14 4.45 -3.68  -0.20
17 C 0.40 5.78 -4.02  -0.21
18 C -0.94 5.96 -3.21  -0.25
19 C -2.10 5.43 -4.11  -0.11
20 C -3.56 -1.80 -0.80  -0.28
21 P -4.75 -2.32 0.58  0.88
22 N -5.61 -0.88 1.01  -0.16
23 O -5.89 -3.31 -0.19  -0.32
24 C -4.30 -1.40 -2.15  -0.24
25 C -3.65 -2.32 -3.21  -0.26
26 C -4.22 -3.79 -3.13  -0.70
27 C -3.28 -4.77 -2.37  -0.18
28 I -4.39 -4.55 -5.18  0.85
29 C -4.20 0.15 -2.29  -0.61
30 N -5.45 0.76 -1.84  0.09
31 P -3.54 0.93 -3.88  0.97
32 P -4.66 0.21 -5.61  0.33
33 O -5.13 1.36 -6.41  -0.32
34 O -3.58 -0.63 -6.57  -0.19
35 O -5.84 -0.87 -5.23  -0.20
36 H -3.29 3.73 -1.18  0.08
37 H -3.16 2.82 0.45  0.08
38 H -1.62 1.90 -1.95  0.11
39 H -1.15 -1.38 0.62  0.14
40 H -0.90 0.33 0.02  0.10
41 H -2.43 -0.67 2.44  0.11
42 H -2.94 0.86 1.72  0.10
43 H -0.92 1.99 2.49  0.11
44 H -1.07 0.63 3.68  0.08
45 H 0.51 -0.71 1.98  0.10
46 H 1.10 0.42 3.19  0.10
47 H 0.62 1.91 0.66  0.10
48 H 1.97 1.89 1.79  0.11
49 H 3.19 0.86 0.20  0.11
50 H 2.35 -0.63 0.72  0.10
51 H 2.39 -0.54 -1.68  0.08
52 H 0.70 -0.32 -1.25  0.09
53 H 0.72 1.97 -1.93  0.08
54 H 2.54 2.13 -1.86  0.13
55 H 0.86 0.46 -3.86  0.10
56 H 2.62 0.35 -3.72  0.11
57 H 2.94 2.71 -4.45  0.11
58 H 1.97 1.74 -5.58  0.10
59 H 0.74 3.68 -5.66  0.11
60 H -0.18 2.80 -4.42  0.09
61 H 2.23 4.63 -3.75  0.10
62 H 0.86 4.16 -2.66  0.09
63 H 1.04 6.64 -3.75  0.10
64 H 0.15 5.88 -5.09  0.10
65 H -1.08 7.06 -3.06  0.06
66 H -0.84 5.44 -2.24  0.09
67 H -1.97 4.35 -4.32  0.05
68 H -3.10 5.60 -3.66  0.06
69 H -2.05 5.96 -5.08  0.07
70 H -2.77 -2.57 -0.90  0.11
71 H -6.05 -0.43 0.20  0.01
72 H -6.31 -1.11 1.71  0.04
73 H -6.71 -2.82 -0.31  0.05
74 H -5.36 -1.67 -2.01  0.12
75 H -3.86 -1.98 -4.24  0.00
76 H -2.55 -2.38 -3.10  0.12
77 H -5.21 -3.83 -2.65  0.06
78 H -3.14 -5.74 -2.88  0.04
79 H -3.65 -5.02 -1.36  0.08
80 H -2.27 -4.33 -2.21  0.07
81 H -5.31 1.77 -1.85  0.08
82 H -6.18 0.59 -2.54  0.10
83 H -2.21 0.42 -4.03  -0.04
84 H -2.75 -0.67 -6.08  0.04
85 H -5.88 -1.49 -5.98  0.07
86 C 0.09 1.34 6.83  -0.34
87 O 0.24 1.04 5.66  0.01
88 N -0.89 0.87 7.63  -0.20
89 C -1.01 1.28 9.02  -0.05
90 C -1.85 -0.07 7.08  -0.04
91 H 0.76 2.05 7.33  0.14
92 H -0.93 0.40 9.66  0.09
93 H -1.98 1.76 9.17  0.09
94 H -0.22 1.98 9.28  0.08
95 H -1.33 -0.95 6.72  0.09
96 H -2.37 0.39 6.24  0.09
97 H -2.58 -0.35 7.84  0.09
98 C 5.19 -1.67 -2.03  -0.35
99 O 4.42 -1.49 -1.10  0.00
100 N 5.37 -2.84 -2.67  -0.19
101 C 6.30 -2.98 -3.77  -0.06
102 C 4.60 -4.00 -2.24  -0.04
103 H 5.82 -0.86 -2.43  0.13
104 H 5.77 -3.30 -4.66  0.09
105 H 7.05 -3.73 -3.51  0.09
106 H 6.80 -2.04 -3.97  0.08
107 H 3.53 -3.78 -2.34  0.09
108 H 4.81 -4.22 -1.20  0.05
109 H 4.85 -4.87 -2.85  0.09
110 C 5.24 -6.31 1.23  -0.34
111 O 5.10 -5.69 0.20  -0.01
112 N 5.13 -5.79 2.47  -0.19
113 C 5.31 -6.60 3.67  -0.07
114 C 4.80 -4.38 2.60  -0.04
115 H 5.49 -7.38 1.24  0.13
116 H 4.41 -6.57 4.26  0.06
117 H 6.13 -6.17 4.25  0.09
118 H 5.55 -7.63 3.41  0.09
119 H 3.85 -4.18 2.12  0.09
120 H 5.57 -3.78 2.11  0.09
121 H 4.74 -4.11 3.65  0.09
122 C 4.51 -8.38 6.91  -0.32
123 O 4.35 -7.77 5.87  -0.01
124 N 4.41 -7.86 8.14  -0.20
125 C 4.62 -8.65 9.34  -0.05
126 C 4.08 -6.45 8.28  -0.04
127 H 4.77 -9.45 6.91  0.14
128 H 3.71 -8.64 9.95  0.09
129 H 5.44 -8.23 9.92  0.09
130 H 4.86 -9.68 9.08  0.08
131 H 3.11 -6.26 7.80  0.09
132 H 4.83 -5.85 7.78  0.09
133 H 4.03 -6.18 9.33  0.09
134 C -2.30 9.41 -1.48  -0.34
135 O -1.80 8.30 -1.51  -0.01
136 N -1.86 10.47 -2.19  -0.20
137 C -2.50 11.77 -2.12  -0.05
138 C -0.69 10.31 -3.04  -0.04
139 H -3.19 9.65 -0.87  0.13
140 H -2.84 12.06 -3.11  0.09
141 H -1.78 12.51 -1.75  0.09
142 H -3.35 11.74 -1.44  0.08
143 H -0.90 9.54 -3.79  0.09
144 H 0.16 9.99 -2.44  0.10
145 H -0.45 11.24 -3.54  0.09